15
Properties=species:S:1:pos:R:3:forces:R:3 method="wB97M-V/def2-TZVPD" e_lumo_ev="2.180 / 1.349" s2=0.7505 e_tot_ha=-694.24249 charge=-1 gap_ha="0.2024 / 0.1718" spin_multiplicity=2
C -2.2437 -1.4407 0.2861 -0.9 0.4 0.1
C -0.9993 -0.6538 0.6901 -0.6 0.5 0.4
O 0.1651 -1.3320 0.1916 1.1 -0.3 0.0
C 1.3515 -0.7865 0.3815 -1.2 0.1 -1.0
O 1.4889 0.3017 1.0076 0.7 0.5 0.7
O 2.3411 -1.3279 -0.1905 1.1 -0.3 0.2
O -3.3844 -0.8354 0.7575 0.1 0.4 -0.5
Mg 3.5601 0.1580 0.6471 -1.1 -0.4 -0.2
H -2.1286 -2.4744 0.6805 0.1 0.0 0.0
H -2.2280 -1.5407 -0.8243 0.2 0.0 0.1
H -0.9336 -0.5798 1.7852 0.0 0.0 -0.3
H -1.0367 0.3611 0.2699 0.0 -0.2 0.1
H -4.4479 0.4765 -0.2122 -1.8 2.4 -1.6
O -5.1235 1.2527 -0.7718 2.1 -2.9 1.8
H -4.6968 2.1018 -0.6407 0.3 -0.1 0.2

---

10
Properties=species:S:1:pos:R:3:forces:R:3 method="wB97M-V/def2-TZVPD" e_lumo_ev="-7.998 / -5.118" relative_energy_kj_mol=673.4 e_tot_ha=-172.10212 charge=+1 gap_ha="0.2816 / 0.4077"
C 1.0044 -0.0608 -0.6083 -0.2 1.1 -1.9
C 1.1453 0.0402 0.8176 2.1 -1.8 2.4
C -1.4578 -0.2025 0.0112 -3.7 1.1 -0.9
N -0.0992 -0.0795 -0.0423 2.9 -0.6 0.3
H 1.9874 0.6811 -2.8068 -0.4 -0.3 0.8
H 1.6730 -0.8310 1.3320 -1.4 0.6 -0.8
H 1.2466 0.8998 1.4350 -0.1 1.2 -0.2
H -1.8527 -0.8790 0.8135 0.6 0.4 -1.1
H -1.7179 -0.3862 -1.0541 -0.4 -0.9 0.8
H -1.9292 0.8180 0.1022 0.6 -0.8 0.6

---

10
Properties=species:S:1:pos:R:3:forces:R:3 method="wB97M-V/def2-TZVPD" e_lumo_ev=-4.171 relative_energy_kj_mol=0.0 e_tot_ha=-172.35861 charge=+1 gap_ha=0.4988
C -1.2050 -0.6278 -1.4816 1.3 -3.0 1.0
C -0.4000 -0.0670 -0.3851 2.1 0.9 2.7
N 0.2272 0.2878 0.5430 -2.9 -0.9 -5.0
C 1.2102 0.6646 1.4702 0.1 0.3 1.3
H -0.6490 -0.8210 -2.4266 0.1 0.4 0.9
H -1.5401 -1.6813 -1.0946 0.3 2.0 -0.7
H -2.0011 0.0058 -1.7025 -1.6 1.0 -0.2
H 2.1661 0.6090 0.9893 0.6 -0.5 -0.2
H 1.1467 1.7033 1.8346 -0.7 -0.5 -0.2
H 1.0450 -0.0735 2.2534 0.7 0.3 0.5

---

10
Properties=species:S:1:pos:R:3:forces:R:3 method="wB97M-V/def2-TZVPD" e_lumo_ev=-4.297 relative_energy_kj_mol=253.9 e_tot_ha=-172.26192 charge=+1 gap_ha=0.4542
C 0.5436 -0.6446 0.7059 -1.5 2.9 1.1
N -0.3510 0.4097 0.1533 -2.0 0.5 0.7
C -1.0762 0.2426 -1.1601 -0.8 -0.4 0.1
C -0.2756 1.2507 -1.1048 -2.5 -5.0 1.3
H 1.4636 -0.1938 0.7592 2.5 0.7 0.4
H 0.1291 -0.7813 1.6854 0.1 -0.6 0.5
H 0.5857 -1.4865 0.1509 -0.2 -2.7 -1.9
H -0.8357 0.9076 0.9535 0.3 -0.8 -1.5
H -1.8338 -0.5533 -1.5315 1.5 1.9 0.6
H 0.3559 1.9984 -1.2024 2.5 3.5 -1.3

---

11
Properties=species:S:1:pos:R:3:forces:R:3 method="wB97M-V/def2-TZVPD" e_lumo_ev="-0.928 / -0.044" relative_energy_kj_mol=481.5 e_tot_ha=-227.24144 charge=0 gap_ha="0.3181 / 0.3403"
C -1.4763 1.0167 -0.5893 0.0 0.2 0.0
N -0.2604 0.3569 -0.1550 -1.7 0.1 -0.5
C 1.3499 -1.5416 0.3031 0.6 -0.9 0.1
C 1.8172 -0.2963 0.5779 0.2 2.1 0.3
N 1.7850 0.8878 0.6716 1.0 -1.7 0.2
H -1.6552 1.9384 -0.0149 0.0 -0.1 -0.1
H -2.3555 0.3725 -0.4268 0.1 0.1 0.0
H -1.4116 1.2646 -1.6517 0.0 0.0 0.1
H -0.3865 0.1807 0.8446 0.0 0.1 -0.1
H 1.0413 -2.2005 1.1085 0.0 0.1 -0.1
H 1.5522 -1.9790 -0.6682 -0.1 0.1 0.1

---

11
Properties=species:S:1:pos:R:3:forces:R:3 method="wB97M-V/def2-TZVPD" e_lumo_ev=1.270 relative_energy_kj_mol=413.8 e_tot_ha=-227.26723 charge=0 gap_ha=0.3747
C -2.1971 -0.1082 0.0965 2.8 1.7 -0.2
N -1.0916 0.1765 -0.5836 -2.6 -1.0 1.5
N -0.0286 -0.0822 0.2900 2.9 0.0 -0.2
C 1.2592 -0.7312 -0.2393 0.1 -1.0 1.4
C 1.3009 0.7162 0.0199 -2.6 1.6 -2.0
H -3.1197 0.2689 -0.4244 0.7 -1.0 0.9
H -1.9840 -0.3999 1.2454 -1.2 0.5 -2.7
H 1.4093 -1.2330 -1.2897 -0.6 1.2 2.3
H 1.6201 -1.2389 0.7602 -0.3 0.1 -2.8
H 1.2030 1.5268 -0.8446 0.3 -2.1 1.9
H 1.6285 1.1051 0.9696 0.5 0.0 -0.1

---

12
Properties=species:S:1:pos:R:3:forces:R:3 method="wB97M-V/def2-TZVPD" e_lumo_ev=0.869 relative_energy_kj_mol=292.6 e_tot_ha=-302.58164 charge=0 gap_ha=0.3579
O -1.9461 0.0177 0.2629 -0.9 0.0 1.1
N -0.7158 0.0301 -0.3442 1.0 0.9 -0.8
C 0.0250 -1.1264 -0.0925 1.3 0.1 0.6
N 1.2770 -0.9815 0.1313 -0.8 0.4 -0.9
C 1.5254 0.4617 0.0144 1.1 1.3 0.2
C 0.1640 1.2022 0.0034 0.2 -0.7 0.0
H -2.5963 0.1883 -0.4158 -0.2 0.1 -0.4
H -0.4177 -2.1170 -0.0883 -0.4 0.3 0.0
H 2.1449 0.7721 0.8689 -0.2 -0.1 -0.1
H 2.1286 0.8016 -0.8561 -0.4 -0.9 0.1
H 0.1052 2.0818 -0.6933 -0.1 -1.2 0.4
H -0.0107 1.5674 1.0192 -0.6 -0.2 -0.1

---

12
Properties=species:S:1:pos:R:3:forces:R:3 method="wB97M-V/def2-TZVPD" e_lumo_ev="-0.069 / 0.084" relative_energy_kj_mol=521.0 e_tot_ha=-302.49466 charge=0 gap_ha="0.2799 / 0.3105"
N -1.2221 -0.6412 0.1184 -0.2 0.1 0.0
C -0.7047 0.6668 0.0548 0.3 0.3 0.0
C 0.8636 0.6568 0.1925 -0.1 0.2 -0.1
O 1.2634 0.1808 1.4334 -0.1 -0.2 0.1
C 1.2942 -0.4065 -0.8476 -0.5 -0.6 -0.1
N 0.5565 -1.3128 -1.0722 0.5 0.5 0.0
H -1.9506 -0.7265 -0.5911 0.1 -0.1 0.1
H -0.1659 -2.0109 -1.0692 0.1 0.0 -0.1
H -0.9637 1.2649 -0.8346 0.0 -0.2 0.1
H -0.9575 1.2586 0.9510 0.0 -0.1 -0.1
H 1.3133 1.6382 0.0354 -0.1 -0.1 0.0
H 0.6736 -0.5684 1.6291 0.1 0.1 0.0

---

12
Properties=species:S:1:pos:R:3:forces:R:3 method="wB97M-V/def2-TZVPD" e_lumo_ev="0.050 / 0.304" relative_energy_kj_mol=299.0 e_tot_ha=-302.57920 charge=0 gap_ha="0.2844 / 0.3024"
N 1.8551 0.2754 -0.3136 0.0 0.0 -0.1
C 0.9100 -0.6809 -0.1783 -0.3 -0.1 0.0
O 1.0637 -1.8739 -0.2908 -0.1 0.4 0.1
N -0.3996 -0.1320 0.1541 0.5 0.0 -0.1
C -1.4773 -0.9164 0.1510 -0.5 -0.6 -0.1
C -0.6764 1.1957 0.3173 0.1 0.5 0.1
H 1.5624 1.2330 -0.4486 0.0 -0.2 0.0
H 2.7671 -0.0189 -0.6247 -0.1 0.0 0.1
H -1.6015 -1.7011 -0.5838 0.2 -0.1 0.2
H -2.2341 -0.7037 0.8923 0.0 0.1 -0.3
H -1.5585 1.5595 -0.1908 0.0 0.0 0.3
H -0.2109 1.7633 1.1158 0.2 0.0 -0.2

---

12
Properties=species:S:1:pos:R:3:forces:R:3 method="wB97M-V/def2-TZVPD" e_lumo_ev=-0.218 relative_energy_kj_mol=555.1 e_tot_ha=-302.48167 charge=0 gap_ha=0.3252
N 1.1243 -0.1609 1.1857 0.2 -0.2 -0.6
C 0.4123 -0.0504 -0.7749 0.5 -0.3 0.8
C -0.7787 -0.9671 -1.0440 0.3 -0.4 0.2
O -1.5825 -0.1508 -0.1535 -0.1 0.2 0.1
C -0.5499 0.7632 -0.0383 0.1 0.6 0.6
N -0.3408 1.6866 0.7904 -0.8 0.3 -0.6
H 1.6596 0.6618 0.9184 -0.2 0.3 0.2
H 1.8041 -0.6683 1.7923 0.0 -0.9 -1.4
H 1.1975 0.2336 -1.4756 -0.1 -0.1 0.4
H -1.2356 -0.9807 -2.0505 0.6 0.2 0.3
H -0.6590 -1.9828 -0.6784 -0.1 -0.1 0.1
H -1.0260 1.6328 1.5409 -0.4 0.5 -0.1

---

12
Properties=species:S:1:pos:R:3:forces:R:3 method="wB97M-V/def2-TZVPD" e_lumo_ev=-0.302 relative_energy_kj_mol=449.6 e_tot_ha=-302.52186 charge=0 gap_ha=0.3460
N 0.3561 0.8202 0.5943 -0.8 -0.2 -1.0
C 0.6289 -0.5296 0.2069 0.5 -0.7 -0.1
C -0.4029 -0.3223 -0.7881 0.6 0.4 -0.1
O -2.0945 0.6611 0.5298 -0.9 0.4 0.8
C 1.9329 -0.7715 -0.3319 1.7 -0.5 -0.4
N 2.9747 -0.9138 -0.8037 -0.5 0.1 0.2
H 0.9430 1.4910 0.0929 -0.1 -0.4 -0.2
H -1.1820 0.9723 0.8038 -0.8 -0.1 -0.1
H 0.3505 -1.2430 0.9750 0.1 -0.1 0.1
H -0.1711 0.2070 -1.6946 0.4 0.1 0.0
H -1.2983 -0.9446 -0.8562 0.2 0.9 0.7
H -2.4209 0.1820 1.2948 -0.4 0.0 0.2

---

12
Properties=species:S:1:pos:R:3:forces:R:3 method="wB97M-V/def2-TZVPD" e_lumo_ev=0.921 relative_energy_kj_mol=126.6 e_tot_ha=-302.64487 charge=0 gap_ha=0.4127
C 1.5167 0.4158 -0.4619 0.2 0.0 0.0
N 0.2083 0.7331 0.0672 -0.2 0.0 0.1
C -0.2324 0.3926 1.2969 0.0 0.0 -0.1
O -1.3938 0.4841 1.6639 0.3 0.0 -0.1
H 2.0705 1.3200 -0.7312 -0.1 -0.1 0.0
H 2.0835 -0.1224 0.3011 0.0 0.1 -0.1
H 1.4287 -0.2310 -1.3402 0.0 0.1 0.1
H -0.4905 1.0982 -0.5656 0.1 0.0 0.1
H 0.5664 0.0013 1.9521 -0.1 0.0 -0.1
C -1.9427 -1.3613 -0.7067 0.3 -0.5 -0.9
N -1.6006 -1.9138 -1.6613 -0.4 0.6 1.0
H -2.2142 -0.8167 0.1858 0.0 -0.1 -0.1

---

12
Properties=species:S:1:pos:R:3:forces:R:3 method="wB97M-V/def2-TZVPD" e_lumo_ev=0.925 relative_energy_kj_mol=542.7 e_tot_ha=-302.48639 charge=0 gap_ha=0.3425
H 3.3092 -0.2508 0.0947 5.1 -3.1 0.5
N 2.5433 0.2298 -0.0508 -5.6 2.1 -1.0
C 1.5115 -0.5301 -0.0899 -1.5 2.2 1.5
N 0.2567 0.0262 0.1398 -0.9 0.2 -1.3
O 0.1415 1.3414 -0.1376 3.5 4.8 1.3
C -1.0729 -0.5014 -0.1168 5.6 -2.1 1.4
C -2.1550 0.1294 0.0262 -9.4 3.1 -0.9
H 1.3076 -1.5469 0.0351 1.0 -2.2 -0.2
H 1.0600 1.8870 0.2109 -3.3 -2.8 -1.3
H -1.0196 -1.5648 -0.0422 -0.3 -0.8 -0.7
H -3.2155 -0.3966 -0.2451 3.0 0.1 0.9
H -2.6670 1.1769 0.1757 2.8 -1.5 -0.2

---

12
Properties=species:S:1:pos:R:3:forces:R:3 method="wB97M-V/def2-TZVPD" e_lumo_ev=-0.552 relative_energy_kj_mol=375.9 e_tot_ha=-302.54991 charge=0 gap_ha=0.3651
H 0.1473 -2.0032 -0.8720 0.1 0.0 0.0
N 0.9100 -1.5668 -0.3481 -0.2 0.0 0.4
C 0.5081 -1.1059 0.7622 0.2 -0.1 -0.2
C -0.8638 -1.2013 1.2432 -1.0 -0.1 0.3
N -1.9609 -1.2764 1.6044 1.1 0.1 -0.3
H 1.2142 -0.5958 1.4183 -0.1 -0.1 0.0
H 1.1460 -0.0707 -2.1443 0.0 0.1 -0.1
H 0.7486 0.5398 -2.2960 0.1 -0.1 -0.1
C -0.4662 1.8190 0.1618 0.0 0.2 -0.3
O -0.0845 2.2250 -0.9049 -0.2 -0.1 0.5
H -1.4466 1.3220 0.2930 0.1 0.1 -0.1
H 0.1478 1.9144 1.0825 0.0 0.0 -0.1

---

12
Properties=species:S:1:pos:R:3:forces:R:3 method="wB97M-V/def2-TZVPD" e_lumo_ev=0.778 relative_energy_kj_mol=357.7 e_tot_ha=-302.55686 charge=0 gap_ha=0.3411
H 1.7633 -1.0225 -1.3542 0.1 0.7 0.0
N 0.9325 -0.4482 -1.1989 1.0 0.8 1.6
C 0.9630 0.2588 -0.0840 1.8 1.5 -5.4
C -0.2559 1.1427 0.0726 -0.6 -0.7 -0.3
C -1.2057 -0.0079 -0.1878 0.7 -0.7 2.8
N -0.4754 -1.0087 0.7476 -3.0 -1.2 -0.1
O -2.1484 -0.1963 -0.8825 0.7 -0.2 0.5
H 1.9048 0.7219 0.2477 0.0 -1.1 1.0
H -0.3260 1.9426 -0.6560 0.2 0.2 0.0
H -0.3772 1.5012 1.0958 -0.1 0.1 -0.1
H -0.1968 -0.9022 1.7183 -0.8 0.5 -0.2
H -0.5782 -1.9814 0.4813 0.0 0.2 0.1

---

12
Properties=species:S:1:pos:R:3:forces:R:3 method="wB97M-V/def2-TZVPD" e_lumo_ev=0.807 relative_energy_kj_mol=371.0 e_tot_ha=-302.55178 charge=0 gap_ha=0.3834
O 2.2909 -0.3130 0.1959 -1.7 -0.6 0.5
C 1.0729 -0.3029 0.0093 4.5 0.1 -2.7
C 0.3044 0.9653 -0.2805 3.2 -0.6 -0.3
C -0.8937 0.4087 0.4774 -0.8 3.4 0.8
N -1.1053 -0.9752 -0.0071 -0.9 3.1 -3.1
N 0.2825 -1.3851 -0.2416 -1.9 -3.9 3.2
H 0.2662 1.2853 -1.3748 -0.7 -1.1 1.2
H 1.1415 1.6424 0.0514 -1.8 0.2 0.8
H -0.5946 0.2705 1.5485 -0.8 1.1 -0.5
H -1.6127 1.2448 0.1096 -0.4 -2.2 1.8
H -1.4804 -0.5315 -0.9267 0.5 -2.6 0.7
H 0.3284 -2.3092 0.4386 0.7 3.1 -2.5

---

12
Properties=species:S:1:pos:R:3:forces:R:3 method="wB97M-V/def2-TZVPD" e_lumo_ev="0.397 / 0.567" relative_energy_kj_mol=430.2 e_tot_ha=-302.52923 charge=0 gap_ha="0.2743 / 0.3035"
O -0.2909 -2.0239 -0.4187 0.2 -0.6 0.9
C -0.5511 -0.7537 -0.8646 -0.5 -0.1 0.3
N 0.6673 -0.1605 -1.0067 0.9 0.4 -0.9
C 0.9696 0.5500 0.1128 0.1 0.9 0.3
C -0.3535 1.0475 0.5979 -0.2 0.3 -0.1
N -1.3058 0.0465 0.0379 0.1 -0.1 0.2
H 1.3598 -0.7016 -1.5072 -0.1 0.2 0.1
H 1.8810 1.1262 0.1846 0.0 0.0 0.0
H 0.3681 -1.7718 0.3120 -0.7 -1.1 -0.6
H -0.4465 1.1797 1.6787 0.1 0.0 -0.1
H -0.5935 1.9991 0.1075 0.0 0.1 0.2
H -1.7045 -0.5373 0.7658 0.0 0.0 -0.2

---

12
Properties=species:S:1:pos:R:3:forces:R:3 method="wB97M-V/def2-TZVPD" e_lumo_ev=0.719 relative_energy_kj_mol=250.6 e_tot_ha=-302.59764 charge=0 gap_ha=0.3525
C 0.6886 1.2681 1.1279 0.1 -0.1 0.0
N -0.2678 0.1721 1.3595 -0.1 -0.7 -0.4
C -0.7490 -0.6432 0.4039 0.1 -0.1 -0.5
N -0.3312 -0.3990 -0.8511 -0.3 0.1 -0.3
C -0.6829 -1.3584 -1.7990 0.0 0.0 -0.6
O -0.3018 -1.3405 -2.9400 0.0 0.0 0.3
H 1.0104 1.7416 2.0575 -0.2 -0.2 0.0
H 1.5885 0.9196 0.6082 0.0 0.1 0.0
H 0.2074 2.0507 0.5190 0.1 -0.4 0.2
H -0.1568 -0.6013 2.0077 0.4 1.3 1.5
H 0.3322 0.3206 -1.1364 -0.2 -0.1 -0.1
H -1.3374 -2.1304 -1.3572 0.1 0.2 -0.1

---

12
Properties=species:S:1:pos:R:3:forces:R:3 method="wB97M-V/def2-TZVPD" e_lumo_ev=0.684 relative_energy_kj_mol=89.9 e_tot_ha=-302.65885 charge=0 gap_ha=0.3552
C 1.0399 -0.8028 1.3572 0.8 0.0 -0.5
C 1.6515 -0.7442 0.1329 -0.2 0.0 0.1
N 0.6423 -0.9784 -0.7608 -0.2 0.2 -0.4
C -0.5102 -1.1374 -0.0541 0.4 -0.2 -0.3
N -0.2881 -1.0603 1.2313 -0.7 0.0 0.1
H 1.5307 -0.6748 2.2919 0.0 0.0 0.6
H 2.6648 -0.5615 -0.1841 -0.1 0.0 0.1
H 0.6847 -0.8804 -1.7620 0.1 -0.1 0.1
H -1.4205 -1.3805 -0.5763 -0.2 0.1 0.3
O -1.8412 3.4429 -1.2520 -0.3 0.1 0.2
H -2.5677 3.8703 -0.7770 0.2 -0.1 -0.2
H -1.8213 2.5485 -0.8965 0.0 0.0 0.0

---

12
Properties=species:S:1:pos:R:3:forces:R:3 method="wB97M-V/def2-TZVPD" e_lumo_ev=0.794 relative_energy_kj_mol=179.3 e_tot_ha=-302.62481 charge=0 gap_ha=0.3626
C 1.6639 0.5217 0.1596 -3.1 -0.2 0.1
C 0.8208 0.7421 1.2630 1.3 -0.5 -0.1
N -0.4988 0.9818 0.8003 2.0 -0.7 -2.0
C -0.3459 0.8151 -0.6461 -0.3 0.9 0.6
N 0.8729 0.5484 -1.0277 0.3 0.3 2.1
H 2.6900 0.1855 0.0997 -0.1 0.3 0.3
H 1.1837 0.5894 2.3355 -1.2 0.6 -1.6
H -1.3065 1.2927 1.3686 1.0 -0.5 -0.9
H -1.0745 1.0385 -1.4616 0.1 -0.2 1.5
O -1.3583 -2.5568 -0.7830 -1.1 -5.7 -2.7
H -1.2282 -1.7896 -0.3902 1.1 5.7 2.9
H -1.4191 -2.3689 -1.7180 0.0 0.0 -0.2